[1]
DFT (ωB97M-V with the def2-TZVPD basis set) results for a molecular structure, C5H20F15NaO25S5 in a non-equilibrium geometry.

Each line ends with the Mulliken charge.
Element x y z (Å)
F1 -4.9972 0.4554 -4.8788  -0.23
H1 -1.7626 -4.8987 -3.1406  0.33
O1 3.3172 -1.9130 4.8323  -0.64
O2 -0.2664 2.9193 3.6628  -0.65
H2 1.4204 -7.7028 -1.3231  0.32
H3 2.6266 -1.4233 4.3856  0.36
F2 4.7540 0.2706 -3.6845  -0.21
H4 1.4718 -6.4357 -0.4962  0.32
H5 2.8626 -2.6478 5.2441  0.29
O3 5.4430 -1.5204 -1.3278  -0.60
H6 2.1846 -2.6996 -4.3554  0.33
F3 5.2881 2.8045 2.8780  -0.23
H7 -4.4798 -2.0405 4.7560  0.30
H8 -2.8494 -5.5336 -3.9819  0.31
O4 7.7697 3.2063 0.9459  -0.67
O5 -4.6453 4.4367 3.2369  -0.69
O6 1.0722 -7.3051 -0.5251  -0.64
C1 5.2303 3.6955 1.8640  0.59
O7 -7.1058 2.9554 -4.4781  -0.70
C2 -0.0141 -0.7555 -0.4549  0.51
O8 -6.8556 4.4539 2.2119  -0.71
F4 -6.0476 -0.4251 -3.1104  -0.21
O9 -8.0014 0.9132 -5.4916  -0.68
H9 -0.0003 -1.8360 7.1954  0.29
H10 3.4650 -3.3249 -4.8666  0.35
S1 0.1570 -1.7058 1.1902  1.04
S2 6.9843 4.3459 1.4495  1.09
S3 -5.4646 3.9829 2.1063  1.10
S4 6.2955 -1.6635 -2.5214  1.04
O10 -0.8038 4.4325 0.2484  -0.63
Na1 4.7667 -4.2026 1.8904  0.97
F5 -6.0253 1.4587 1.4044  -0.23
H11 -0.0242 2.0074 3.5014  0.32
H12 1.8559 4.7705 -3.1054  0.31
O11 -1.1805 -2.2817 1.4695  -0.65
H13 -3.2600 -2.1335 3.8643  0.33
H14 -4.2100 -5.1418 -0.2738  0.31
O12 7.7201 -1.8819 -2.1959  -0.68
F6 6.6352 1.0460 -2.9599  -0.22
F7 -5.1435 1.4143 -2.8766  -0.18
H15 -0.0373 4.1159 -0.2295  0.31
O13 5.8507 -2.6816 -3.4685  -0.67
F8 -6.1282 1.8209 3.6090  -0.25
C3 -5.7500 0.6503 -3.7659  0.58
O14 6.7752 5.3879 0.4811  -0.67
F9 4.6804 3.2133 0.7511  -0.19
H16 -1.0051 -0.9535 6.4859  0.34
F10 -4.2712 1.6974 2.5133  -0.18
O15 -1.9320 -5.2618 -4.0099  -0.64
O16 -3.5229 -2.0437 4.7802  -0.63
O17 -0.3108 -0.9320 7.1445  -0.64
O18 7.5236 4.8576 2.6946  -0.70
F11 -0.9476 0.1727 -0.3118  -0.17
H17 1.8706 3.3942 -3.7357  0.32
O19 0.5209 -0.6848 2.1865  -0.64
H18 -2.8609 -4.6569 0.2124  0.35
H19 -0.6935 3.2009 2.8537  0.33
C4 -5.4681 2.1172 2.4395  0.57
F12 1.1900 -0.1304 -0.6953  -0.20
F13 6.5541 -0.2991 -4.8151  -0.22
F14 4.5466 4.7318 2.2503  -0.22
F15 -0.3046 -1.5975 -1.5009  -0.21
O20 1.2858 4.0360 -3.3329  -0.62
O21 -3.2780 -5.3597 -0.2858  -0.66
H20 -1.5509 4.0898 -0.2422  0.32
S5 -7.4415 1.4980 -4.2846  1.08
C5 6.0693 -0.0502 -3.5697  0.56
O22 -4.9112 4.2446 0.7979  -0.61
O23 2.5161 -3.3326 -4.9922  -0.67
O24 1.1673 -2.7236 0.8991  -0.67
O25 -8.3197 1.3828 -3.1483  -0.65

Net charge ... -4
Relative energy (zero: lowest compared OMol25 entry of this formula, charge and spin) ... 71.86 kcal/mol
Gap between HOMO and LUMO ... 3.55 eV
HOMO ... -0.7805 eV
Max |F| ... 4.7 eV Å⁻¹

=====

[2]
DFT (ωB97M-V with the def2-TZVPD basis set) results for a molecular structure, C5H20FN10NiO5 in a non-equilibrium geometry.

Each line ends with the Mulliken charge.
Element x y z (Å)
N1 2.4843 2.2005 -1.6049  -0.26
N2 -3.3468 -1.7000 1.2677  -0.19
O1 4.3460 1.0507 -1.3327  -0.29
N3 -0.8465 -0.7572 4.8730  -0.40
N4 0.2241 0.7216 -2.8133  -0.27
N5 0.0846 -1.2151 3.0495  -0.22
N6 1.0220 -1.4420 -0.3360  -0.28
H1 1.8589 -1.7781 -0.7908  0.27
O2 -0.9600 0.6802 3.2239  -0.73
H2 0.4373 -1.9946 3.5862  0.16
C1 -0.8258 1.4864 -2.9764  0.49
H3 -1.2409 -0.1271 5.5567  0.26
C2 3.7253 1.9221 -1.9144  0.84
O3 -0.8801 -2.5180 0.2958  -0.68
C3 -0.7238 -0.4194 3.6340  0.91
N7 4.1326 2.4531 -2.9758  -0.34
H4 -2.0924 2.5779 -1.9939  0.19
Ni1 0.5543 2.0317 2.3068  0.71
H5 0.4956 0.7042 -1.8406  -0.01
H6 2.0683 1.9361 -0.7233  0.07
H7 2.1333 2.9971 -2.1170  0.19
H8 -2.3863 -1.9609 1.0960  0.33
H9 -1.1441 1.5114 -0.9129  0.19
H10 3.6202 3.0201 -3.6362  0.23
N8 0.8672 -3.5137 -0.5897  -0.53
H11 5.0077 2.0358 -3.2592  0.27
O4 -1.2010 1.9636 -4.0042  -0.61
H12 -0.3668 -1.5779 5.2145  0.15
H13 1.8458 -3.5647 -0.3448  0.20
H14 -1.9967 -0.4541 -0.0496  0.09
H15 0.4793 -1.0139 2.1418  0.03
H16 0.2958 -4.3465 -0.5909  0.28
C4 0.2166 -2.4643 -0.2171  0.58
O5 -4.6908 0.0514 1.3973  -0.28
H17 0.7278 -0.4763 -0.3043  0.07
H18 -4.0297 -2.2376 1.7824  0.25
N9 -1.5036 1.7762 -1.8189  -0.31
C5 -3.6557 -0.4381 0.9822  0.79
N10 -2.8669 0.0217 0.1413  -0.07
H19 0.8489 0.7690 -3.6055  0.23
F1 0.3406 1.1514 0.4426  -0.50
H20 -3.0588 0.9374 -0.2393  0.19

Net charge ... +2
<S²> ... 3.783
Relative energy (zero: lowest compared OMol25 entry of this formula, charge and spin) ... 69.52 kcal/mol
Gap between HOMO and LUMO (spin up / spin down) ... 7.85 / 2.75 eV
2S+1 ... 4
HOMO (spin up / spin down) ... -14.8911 / -14.3069 eV
Max |F| ... 6.3 eV Å⁻¹

=====

[3]
DFT (ωB97M-V with the def2-TZVPD basis set) results for a molecular structure, C5H20FeO9S in a non-equilibrium geometry.

Each line ends with the Mulliken charge.
Element x y z (Å)
S1 2.6097 -1.1383 0.5822  1.03
H1 -0.9926 -1.2698 2.4682  0.27
H2 -0.4048 -3.8355 -0.4550  0.30
H3 -0.2651 -1.5449 -2.6771  0.22
H4 0.2983 -2.9740 0.9097  0.28
C1 -0.5507 0.5432 3.1045  -0.72
H5 -2.3152 2.5284 -1.1240  0.26
O1 2.6921 -2.2984 1.4117  -0.61
O2 -0.9958 -1.8302 -0.2247  -0.23
C2 -0.6110 -3.1107 0.3305  -0.73
O3 1.5866 -1.3261 -0.5582  -0.66
H6 2.5007 2.8990 0.7787  0.27
H7 -1.4590 1.1378 3.2154  0.24
H8 1.3244 -0.8746 -3.0815  0.28
H9 0.1147 2.8146 0.3797  0.24
H10 0.2907 1.2073 -2.3250  0.26
C3 1.9969 2.5369 -0.1142  -0.76
H11 -1.7984 -1.9482 -0.7372  0.25
H12 2.5832 1.7161 -0.5222  0.27
O4 -0.7345 -0.4403 2.0597  -0.30
H13 -3.6634 1.3650 -0.9221  0.41
H14 1.9312 3.3316 -0.8576  0.36
O5 1.7455 -0.0543 1.2861  -0.72
Fe1 0.2223 -0.0242 0.1157  2.04
H15 -1.4145 -3.5036 0.9547  0.30
C4 -2.5914 1.4762 -1.0608  -0.80
O6 0.0811 0.3531 -1.9372  -0.28
H16 -0.3477 0.0559 4.0545  0.39
H17 0.2892 1.1757 2.8382  0.20
H18 -2.5240 0.6671 0.7043  0.30
O7 0.6705 2.0492 0.2118  -0.36
C5 0.2675 -0.6502 -2.9735  -0.72
H19 -0.1389 -0.2723 -3.9099  0.35
O8 -1.8839 0.8046 0.0013  -0.27
O9 3.8228 -0.5891 0.0906  -0.60
H20 -2.3366 1.0232 -2.0172  0.22

Net charge ... +1
<S²> ... 8.758
Relative energy (zero: lowest compared OMol25 entry of this formula, charge and spin) ... 0.00 kcal/mol
Gap between HOMO and LUMO (spin up / spin down) ... 9.62 / 7.85 eV
2S+1 ... 6
HOMO (spin up / spin down) ... -12.7845 / -12.7484 eV
Max |F| ... 1.0 eV Å⁻¹

=====

[4]
DFT (ωB97M-V with the def2-TZVPD basis set) results for 5 unconnected molecules or ions with the total composition C5H20N10O5 in a non-equilibrium geometry.

Each line ends with the Mulliken charge.
Element x y z (Å)
C1 4.6597 -0.0083 1.1913  0.70
H1 0.9355 0.1646 4.1752  0.23
H2 -0.1262 3.3767 4.4751  0.16
H3 -3.9859 3.5516 -2.0737  0.16
N1 -1.0639 -0.5744 0.2840  -0.22
H4 -1.2168 -1.6600 -2.7896  0.30
H5 -1.3223 3.3092 3.1411  0.23
H6 -1.1794 -0.2603 1.2400  0.32
H7 4.5059 -0.7293 3.0271  0.24
C2 0.1185 -1.0193 -0.1737  0.52
H8 -0.4128 -4.7970 -3.1670  0.17
H9 3.7050 -1.0619 -0.3660  0.23
H10 -1.6714 3.5895 -1.8824  0.17
N2 4.3537 -0.3481 -0.0905  -0.42
H11 4.4954 0.3286 -0.8198  0.22
N3 -3.9753 2.5532 -2.1007  -0.43
N4 -0.5805 2.9353 3.7026  -0.42
C3 -0.2535 1.6404 3.4556  0.68
H12 1.2583 1.7318 4.8821  0.18
N5 4.1678 -0.8839 2.0936  -0.39
H13 -0.8010 2.1608 -1.9799  0.22
H14 3.7732 -1.6983 1.6622  0.22
N6 1.1535 -0.9278 0.7247  -0.28
H15 0.9777 -0.3748 1.5472  0.14
H16 -0.1803 -3.2739 -2.3887  0.27
C4 -1.9450 -3.4212 -3.3948  0.50
H17 1.9985 -0.7496 0.1955  -0.01
N7 -2.0692 -2.1056 -3.0856  -0.23
O1 -2.8264 -4.1224 -3.9042  -0.70
H18 -2.9783 -1.7254 -3.2731  0.13
N8 0.7295 1.1414 4.2746  -0.39
O2 -2.7981 0.6040 -2.0440  -0.64
C5 -2.8374 1.8336 -1.9997  0.64
H19 -1.7835 -0.4920 -0.4246  0.15
H20 -4.8447 2.0533 -2.0294  0.23
N9 -1.7046 2.5889 -1.8799  -0.37
O3 0.1979 -1.5391 -1.3033  -0.80
N10 -0.7484 -3.8741 -2.9678  -0.29
O4 5.1079 1.1056 1.4725  -0.66
O5 -0.8333 0.9784 2.5939  -0.74

Net charge ... 0
Relative energy (zero: lowest compared OMol25 entry of this formula, charge and spin) ... 17.92 kcal/mol
Gap between HOMO and LUMO ... 8.60 eV
HOMO ... -8.5312 eV
Max |F| ... 2.8 eV Å⁻¹

=====

[5]
DFT (ωB97M-V with the def2-TZVPD basis set) results for a molecular structure, C5H20N11O8V in a non-equilibrium geometry.

Each line ends with the Mulliken charge.
Element x y z (Å)
H1 5.1322 0.7321 -0.0902  0.19
C1 3.1987 1.3739 0.1138  0.18
C2 1.4960 -1.0822 2.7545  0.57
H2 -1.1582 -4.4506 -1.4874  0.14
H3 -2.0494 -3.2510 -0.5568  0.18
N1 4.1558 0.5291 -0.2500  -0.38
N2 1.2583 -1.8630 3.7831  -0.44
H4 4.6841 2.4338 1.1479  0.15
N3 -1.9116 1.0976 -3.3721  -0.35
H5 0.9329 -2.6125 -2.7683  0.25
H6 -3.2962 2.2441 0.3730  0.24
H7 -5.0400 -0.5802 -0.1005  0.17
H8 -1.9983 1.1719 -4.3757  0.16
H9 2.7708 0.2025 2.0367  0.23
O1 -1.6985 1.4887 3.1567  -0.63
O2 -2.0709 0.2665 0.4192  -0.32
V1 0.0529 0.2786 0.2563  1.48
H10 -4.6898 1.4397 -0.4858  0.16
N4 3.7242 2.2792 0.8743  -0.40
O3 -0.3902 -1.5823 -0.8443  -0.41
N5 0.3139 -3.2377 -2.2723  -0.35
N6 0.0596 1.7249 -3.6439  -0.41
O4 -0.0759 1.8783 1.7610  -0.62
O5 0.8330 -1.0819 1.8076  -0.50
C3 -0.7887 1.3619 -2.7704  0.52
H11 3.7787 0.0721 -1.0680  0.25
C4 -0.4041 -2.6578 -1.4252  0.50
N7 2.5380 -0.3501 2.8495  -0.26
H12 -3.8102 -1.6323 0.5887  0.22
N8 -1.3453 -3.4893 -1.2406  -0.42
H13 3.1526 2.9764 1.3296  0.27
H14 2.9376 -0.3181 3.7765  0.18
H15 1.0081 1.9534 -3.3828  0.21
O6 2.0666 1.1531 0.0233  -0.22
H16 -0.3194 1.9483 -4.5531  0.13
H17 0.1359 -4.1932 -2.5468  0.15
O7 -0.5236 3.3121 3.2308  -0.64
H18 0.4725 -2.4768 3.6218  0.25
N9 -4.1270 -0.7147 0.3097  -0.40
H19 -2.6538 0.6640 -2.8420  0.20
N10 -0.7671 2.2182 2.7473  0.94
H20 1.8449 -2.0719 4.5783  0.17
N11 -3.8147 1.4533 0.0183  -0.40
C5 -3.2789 0.2727 0.2165  0.60
O8 -0.3353 1.1191 -1.6984  -0.54

Net charge ... +1
<S²> ... 3.753
Relative energy (zero: lowest compared OMol25 entry of this formula, charge and spin) ... 107.53 kcal/mol
Gap between HOMO and LUMO (spin up / spin down) ... 7.37 / 7.89 eV
2S+1 ... 4
HOMO (spin up / spin down) ... -9.7094 / -10.2390 eV
Max |F| ... 8.9 eV Å⁻¹

=====

[6]
DFT (ωB97M-V with the def2-TZVPD basis set) results for 5 unconnected molecules or ions with the total composition C5H20N2O5 in a non-equilibrium geometry.

Each line ends with the Mulliken charge.
Element x y z (Å)
H1 2.6248 -0.3768 -2.1069  0.26
C1 -2.1792 0.3656 -1.8004  -1.21
C2 -0.0351 1.3361 -1.2136  0.07
N1 -0.8583 0.1304 -1.2308  0.47
O1 -1.1140 -2.4217 2.8554  -0.62
H2 -2.6382 1.3244 -1.5352  0.33
H3 0.2504 0.1565 3.0008  0.27
H4 0.0806 -0.5592 0.5000  0.29
N2 1.9120 0.3303 -2.2195  -0.51
H5 2.5025 0.5992 2.2423  0.35
O2 2.9779 0.4276 3.0712  -0.71
H6 -1.3410 -1.4428 0.1249  0.40
H7 -0.2867 -2.1760 3.2910  0.33
H8 0.3998 2.3353 0.6719  0.31
H9 1.1871 0.1379 -2.8912  0.26
C3 1.4380 0.8587 -1.0704  0.23
H10 -2.1104 0.1823 -2.8730  0.33
H11 -1.2908 2.1853 0.3308  0.36
H12 -0.0371 -1.9410 -2.5157  0.31
O3 -0.3582 -2.7130 -3.0015  -0.66
O4 2.0456 0.8414 -0.0252  -0.57
H13 -1.4300 0.1995 0.8187  0.33
H14 -1.2309 -2.3827 -3.2546  0.33
C4 -0.3236 2.3739 -0.1287  -1.37
H15 3.3763 -0.4186 2.8077  0.35
O5 0.3261 -0.2040 3.9000  -0.70
H16 -0.9839 -3.2986 2.4779  0.31
H17 -0.0794 1.7729 -2.2161  0.53
H18 -2.9024 -0.3692 -1.4601  0.36
H19 1.3067 -0.1906 3.8767  0.44
H20 -0.2964 3.3851 -0.5273  0.32
C5 -0.9319 -0.4480 0.1009  -1.18

Net charge ... 0
Relative energy (zero: lowest compared OMol25 entry of this formula, charge and spin) ... 29.71 kcal/mol
Gap between HOMO and LUMO ... 9.76 eV
HOMO ... -9.3822 eV
Max |F| ... 1.5 eV Å⁻¹

=====

no.,electronic energy (a.u.)
1,-5734.79931
2,-2733.78086
3,-2541.28873
4,-1126.47270
5,-2350.58546
6,-688.21503